Entry 1:
Computed, not measured: a 2-piece molecular cluster, C11H26IN2O4P overall, with ωB97M-V/def2-TZVPD.

XYZ file:
```
45
Properties=species:S:1:pos:R:3:forces:R:3
N -0.76027 5.04900 0.73767 0.0 -1.2 0.0
C -1.60561 3.93252 0.16644 -0.9 0.8 -0.4
C -2.35044 2.98337 1.27716 -0.4 0.9 -0.2
C -1.55625 2.81252 2.69741 -0.6 -0.6 0.7
C -0.58478 1.49905 2.81093 -0.4 0.0 -0.8
I -0.32562 1.15531 5.00266 0.2 0.4 -0.9
C -1.25678 0.09725 2.24647 0.5 -1.5 0.4
C -0.34787 -0.58283 1.01802 0.1 0.7 0.5
C 0.10956 0.66461 0.04721 -2.7 -1.1 -1.5
P 0.90684 0.03188 -1.61412 2.1 -4.9 -1.9
O 1.63612 -1.35800 -1.42786 -2.5 5.6 0.0
O 2.00195 1.31677 -2.14700 -1.9 -1.8 1.9
O -0.34638 -0.14994 -2.85516 1.6 0.8 3.4
N 1.06639 1.61927 0.72554 1.0 0.4 -0.3
C 0.93571 1.70344 2.22928 0.4 -0.8 3.3
H 0.24518 4.77360 0.80433 -1.4 0.5 0.3
H -1.13249 5.42783 1.63583 0.6 -0.6 -1.1
H -2.47852 4.46356 -0.45118 1.9 -1.4 1.2
H -0.95251 3.36191 -0.61961 -1.2 0.9 1.5
H -3.38121 3.52758 1.53610 2.3 -1.2 -0.5
H -2.64519 1.98712 0.73958 0.6 1.7 1.3
H -0.93320 3.75881 3.03392 -1.3 -1.9 -0.9
H -2.39503 2.68083 3.53639 1.9 0.2 -1.9
H -2.39664 0.19907 1.96019 2.5 0.1 0.4
H -1.22696 -0.72018 3.11626 -0.1 1.9 -2.0
H 0.59377 -1.15500 1.45377 -2.0 1.3 -1.0
H -0.98212 -1.36424 0.41723 1.3 1.6 1.0
H -0.90348 1.19088 -0.30158 2.4 -0.7 1.1
H 2.78436 1.33500 -1.51779 -1.1 -0.5 -1.3
H -1.07918 -0.75938 -2.51510 1.6 0.8 -0.5
H 2.04468 1.24552 0.53398 -1.2 0.5 0.4
H 1.06881 2.59683 0.31965 -0.4 -1.4 0.2
H 1.58434 0.80659 2.67534 -1.5 1.9 -1.1
H 1.44985 2.68781 2.66049 -1.3 -2.0 -1.3
C 1.69967 -4.77983 -1.61295 1.0 0.5 0.1
C 1.10421 -5.80786 -2.58944 -1.4 1.7 0.1
C 0.78847 -5.11660 -3.92629 0.8 0.3 -0.7
O -0.03482 -6.24095 -2.07771 -0.9 -1.4 0.7
H 1.01634 -3.94370 -1.41449 -0.1 -0.3 -0.2
H 1.95402 -5.24134 -0.65045 -0.2 -0.1 -0.2
H 2.62300 -4.35459 -2.02421 0.2 0.2 0.0
H 1.91272 -6.52101 -2.80401 0.3 -0.7 0.0
H 0.07097 -4.29312 -3.81461 0.0 -0.2 0.3
H 0.37614 -5.82449 -4.65652 0.0 0.0 0.3
H 1.70224 -4.69486 -4.36178 0.1 0.1 -0.3
```
Positions in Å, forces in eV/Å.

Summary:
- Maximum force: 0.1197 hartree/bohr
- Total charge: 0

Entry 2:
Computed, not measured: one molecule with the formula C5H6O, with ωB97M-V/def2-TZVPD.

XYZ file:
```
12
Properties=species:S:1:pos:R:3:forces:R:3
O -2.16728 0.59384 -1.15616 0.2 0.0 0.0
C -1.19103 0.30371 -0.40343 0.2 -0.1 0.0
C -0.18821 0.25903 -1.44487 -0.1 0.1 -0.1
C 1.34561 -0.67625 0.45381 -0.1 0.0 0.0
C 0.44518 -0.04644 1.26391 0.0 0.0 -0.1
C -0.93043 0.14925 0.93302 0.1 0.1 0.1
H 0.43179 1.13236 -1.64941 -0.1 -0.2 0.2
H -0.32538 -0.45328 -2.25544 0.1 0.1 0.2
H 1.02631 -1.39547 -0.29784 0.1 0.1 0.2
H 2.41155 -0.64332 0.68786 -0.3 0.0 -0.2
H 0.80198 0.40060 2.19611 0.0 -0.1 -0.2
H -1.67756 0.38473 1.68108 0.1 -0.1 -0.1
```
Positions in Å, forces in eV/Å.

Summary:
- Maximum force: 0.0071 hartree/bohr
- Relative energy (zero: lowest compared OMol25 entry of this formula, charge and spin): 85.7 kcal/mol
- Total charge: 0

Entry 3:
Computed, not measured: one molecule with the formula CH3N3S, with ωB97M-V/def2-TZVPD.

XYZ file:
```
8
Properties=species:S:1:pos:R:3:forces:R:3
C -0.62258 0.30858 0.67708 0.6 -2.4 0.8
N 0.69837 0.42359 1.10002 1.5 0.5 -1.7
N 1.82907 0.04241 0.48552 -4.3 0.3 1.4
N -0.93305 -0.33645 -0.40379 -0.9 0.5 -0.9
S 1.85147 -0.38700 -1.11092 0.8 0.0 -1.1
H -1.39449 0.46238 1.44312 0.6 0.9 -0.1
H 0.49102 -0.25716 -1.44720 0.5 0.2 0.7
H -1.91979 -0.25634 -0.74382 1.1 0.1 0.8
```
Positions in Å, forces in eV/Å.

Summary:
- Multiplicity: 3
- Maximum force: 0.0881 hartree/bohr
- Relative energy (zero: lowest compared OMol25 entry of this formula, charge and spin): 13.4 kcal/mol
- Total charge: 0

Entry 4:
Computed, not measured: a 11-piece molecular cluster, C39H81O38P5 overall, with ωB97M-V/def2-TZVPD.

XYZ file:
```
163
Properties=species:S:1:pos:R:3:forces:R:3
C 1.11626 1.34596 -4.13115 -0.5 0.5 -0.2
C 0.85197 0.45794 -5.35102 -1.4 -0.2 0.5
C -0.08053 -0.75054 -5.06147 1.7 0.1 -0.8
O -1.33062 -0.29971 -5.45575 -2.1 -0.1 -0.1
C -1.24824 0.73350 -6.31851 1.4 -0.3 1.4
O -2.15223 1.27050 -6.84839 -1.1 0.2 -0.7
O 0.02314 1.11283 -6.39219 1.7 0.6 0.2
H 0.15368 1.69850 -3.70453 0.6 -0.1 -0.2
H 1.75759 2.21816 -4.35082 -0.4 -0.3 -0.2
H 1.66035 0.78584 -3.36313 -0.3 -0.2 -0.2
H 1.76110 0.11088 -5.78562 0.6 0.0 -0.6
H -0.06875 -1.05084 -4.03746 -0.2 -0.1 0.7
H 0.18396 -1.60015 -5.70434 0.1 0.0 0.2
C -5.77597 -2.05432 -0.53175 -1.5 -0.2 0.3
C -4.99768 -3.03157 0.24176 1.7 1.0 1.0
C -5.33455 -4.46697 0.16198 -0.6 -1.4 1.0
O -4.08465 -5.17557 0.23976 0.8 1.3 -0.3
C -3.12201 -4.26540 -0.16533 -2.7 0.7 0.2
O -2.00503 -4.50808 -0.40620 2.1 -0.9 -0.1
O -3.67124 -3.03347 -0.31763 0.8 -0.7 0.1
H -5.45161 -1.05807 -0.26915 0.1 0.3 -0.2
H -6.81463 -2.17765 -0.19635 0.0 0.3 -0.3
H -5.70211 -2.26234 -1.59066 0.0 0.1 -0.3
H -4.88077 -2.66138 1.28352 -0.2 -0.6 -0.4
H -5.76545 -4.76065 -0.76552 -0.6 0.0 -0.9
H -5.99572 -4.79168 0.97369 0.3 0.0 -0.1
C -2.21227 -7.96865 2.49614 -0.5 -0.1 -0.3
C -1.91116 -6.62082 3.03926 -1.0 1.5 1.4
C -0.61404 -5.98509 2.64729 1.0 0.6 0.1
O -0.87918 -4.57153 2.70499 -0.7 -0.2 0.0
C -2.22529 -4.41176 2.65313 -1.0 4.1 -0.1
O -2.80477 -3.32048 2.57309 1.8 -2.0 0.0
O -2.90189 -5.50761 2.73524 0.8 -3.2 0.0
H -3.18328 -8.33008 2.83890 0.0 0.1 -0.1
H -1.46883 -8.61959 2.96278 0.1 -0.2 -0.4
H -2.19497 -7.99031 1.39647 0.2 -0.1 0.4
H -1.95878 -6.61010 4.13878 0.0 -0.4 -0.2
H -0.24969 -6.22043 1.66123 -0.2 -0.2 -0.6
H 0.21573 -6.20015 3.33151 -0.4 0.0 0.1
C -3.75188 -0.59271 -3.31532 1.7 -0.2 -0.3
C -4.34138 0.35748 -4.30808 -0.4 -1.0 -0.2
C -5.71267 -0.13148 -4.80461 0.2 0.1 0.2
O -6.47502 1.04599 -4.84449 -0.4 1.3 0.3
C -5.82088 2.03260 -4.14948 -1.1 0.4 -0.6
O -6.22943 3.12999 -3.95052 -0.7 0.2 -0.1
O -4.65007 1.63106 -3.72949 1.5 -0.9 0.2
H -2.64514 -0.56932 -3.37275 -0.6 0.2 0.3
H -3.98500 -1.61031 -3.63947 -0.3 0.0 0.4
H -4.05111 -0.33582 -2.30741 -0.2 -0.3 0.2
H -3.66724 0.47250 -5.14278 0.1 0.4 -0.3
H -6.18842 -0.85697 -4.14547 0.0 0.0 0.4
H -5.71880 -0.56454 -5.78836 0.3 -0.1 -0.5
C 3.35805 1.98742 -1.27602 -0.7 -1.1 0.3
C 2.41502 2.84284 -0.41791 0.1 0.7 -1.5
C 0.87848 2.92041 -0.74580 -0.2 -0.3 1.0
O 0.24954 2.38973 0.47805 1.4 1.0 0.2
C 1.20923 2.29949 1.44231 -1.8 -1.3 -1.0
O 0.91008 1.99626 2.56175 0.9 0.4 0.3
O 2.43412 2.35843 0.90726 0.1 -0.1 1.4
H 3.58009 2.33015 -2.29111 -0.4 0.4 0.2
H 2.87159 0.99164 -1.38911 0.7 0.4 0.1
H 4.33230 1.90110 -0.76059 -0.5 -0.1 -0.1
H 2.86805 3.83266 -0.38506 -0.3 0.3 0.0
H 0.48247 2.26116 -1.50919 0.5 0.3 -0.5
H 0.50763 3.94601 -0.85676 0.3 -0.4 -0.3
C 1.02687 -1.08340 1.22901 -0.2 -0.4 -1.0
C -0.20056 -1.10115 0.33702 1.7 -0.9 0.2
C -1.34645 -0.49940 1.04780 -2.0 0.4 0.9
O -2.07491 0.18301 0.01367 0.8 1.0 -1.3
C -1.24124 0.45182 -1.01701 2.0 -2.7 3.0
O -1.46924 1.08800 -1.96303 -0.4 1.3 -1.8
O 0.03470 -0.23726 -0.79021 -2.7 1.5 -0.4
H 1.83349 -1.50812 0.65620 0.6 0.1 0.1
H 0.93227 -1.69927 2.10972 -0.4 -0.2 0.4
H 1.20039 -0.05756 1.49751 0.4 0.2 0.3
H -0.32426 -2.09754 -0.10095 -0.6 0.0 0.4
H -1.03293 0.22686 1.85606 -0.4 -0.6 -1.0
H -2.12928 -1.18282 1.40828 0.9 -0.2 0.4
C -0.95283 7.59669 -2.83679 0.8 0.0 -0.3
O -0.14067 7.04997 -3.90511 -0.1 0.5 0.4
P -0.10706 5.49210 -4.13076 0.2 0.9 0.6
O 0.38248 4.66387 -3.02957 0.6 -0.2 0.4
O -1.57895 5.23153 -4.48827 -1.1 -0.1 -0.3
C -2.16356 3.98226 -4.16596 -0.8 -0.8 0.1
O 0.68247 5.39710 -5.46473 0.2 0.5 -0.8
C 2.05537 5.00363 -5.46955 -0.9 -2.3 0.0
H -0.58203 7.24609 -1.88558 0.1 -0.3 0.3
H -2.00593 7.36349 -2.93788 -0.1 -0.1 -0.3
H -0.76527 8.65740 -2.88788 -0.3 0.3 0.0
H -3.23031 4.13458 -4.06662 -0.2 0.1 0.0
H -1.78991 3.54493 -3.24265 0.2 0.2 0.1
H -2.00828 3.28519 -4.97427 0.1 -0.3 -0.4
H 2.74015 5.83924 -5.58487 -0.1 0.0 0.2
H 2.09568 4.28052 -6.31182 0.5 0.7 0.3
H 2.13290 4.37264 -4.55528 0.9 0.8 -0.4
C 6.29080 -4.12408 3.29495 0.9 -0.9 2.5
O 5.88118 -3.44402 2.17720 -1.4 1.3 -1.7
P 4.48686 -2.65352 2.17591 -0.6 -0.9 -2.7
O 4.03127 -2.26261 0.81617 1.2 0.1 1.2
O 3.38651 -3.61043 2.80105 0.6 0.9 1.8
C 2.95807 -4.65102 2.01585 -0.1 -2.2 -1.5
O 4.65006 -1.60210 3.27764 0.5 0.2 0.7
C 3.55440 -0.78848 3.71384 1.6 1.5 1.0
H 5.89428 -5.15548 3.34492 -0.1 0.5 -0.1
H 6.00946 -3.56536 4.21862 0.2 -0.5 -0.5
H 7.38694 -4.21667 3.28045 -0.3 0.2 -0.1
H 3.81095 -5.37706 1.83837 -1.0 0.6 0.1
H 2.65087 -4.25359 1.03424 -0.1 -0.4 0.3
H 2.12737 -5.18605 2.51719 0.5 0.4 -0.3
H 2.77485 -1.34589 4.20763 -0.2 -0.2 -0.2
H 3.28101 -0.13517 2.91292 -0.9 0.0 -0.7
H 4.06015 -0.09690 4.41744 -0.7 -0.5 0.1
C -1.21339 4.33529 3.88065 1.3 -0.4 0.3
O -2.61683 4.16011 3.85214 -0.4 0.6 0.7
P -3.23258 2.74164 3.52634 -0.9 -0.3 -0.8
O -4.70394 2.75979 3.55942 0.8 0.0 0.4
O -2.61233 2.40574 2.11246 0.6 -1.1 0.4
C -3.16845 3.08861 1.01240 -0.3 0.7 -0.9
O -2.45884 1.66388 4.39850 -0.8 0.6 0.1
C -2.79857 1.65438 5.81179 2.2 -0.6 0.6
H -0.83541 4.64844 2.90852 -0.2 -0.1 -0.2
H -0.72581 3.36945 4.12885 -0.1 0.7 0.0
H -0.90306 5.12273 4.59810 -0.6 -0.6 -0.2
H -3.24123 4.16018 1.33108 -0.4 -0.7 -0.8
H -4.15376 2.62718 0.72879 0.9 0.7 0.3
H -2.46096 2.99814 0.15335 -0.5 0.0 0.7
H -2.69285 2.63101 6.28880 0.0 0.1 -0.4
H -1.95572 1.03964 6.21803 -1.2 0.5 0.1
H -3.76913 1.26182 6.04559 -0.5 -0.4 -0.4
C 2.85561 2.19392 8.59064 -0.8 0.5 -0.3
O 2.46724 1.31393 7.49006 2.5 0.2 1.5
P 1.20697 1.62541 6.68109 -2.4 -0.3 -0.9
O -0.04424 1.64162 7.42904 -0.4 -0.1 0.3
O 1.28905 0.48855 5.55368 0.1 0.7 0.8
C 0.13894 -0.35750 5.35842 0.4 -0.3 -0.6
O 1.42472 3.05181 6.04390 -0.6 0.4 -0.7
C 2.57904 3.24898 5.25261 1.1 -0.1 0.0
H 3.93502 2.28185 8.63269 0.1 -0.4 -0.1
H 2.41482 1.80856 9.49585 0.2 -0.4 0.3
H 2.44405 3.21565 8.51247 0.1 -0.4 -0.5
H -0.33579 -0.68988 6.27910 0.1 0.4 0.1
H 0.51055 -1.22412 4.83142 0.2 -0.4 0.0
H -0.52988 0.11778 4.66197 -0.5 0.4 0.1
H 2.57667 2.59688 4.37924 0.0 -0.1 0.1
H 3.39046 3.03736 5.93781 0.8 -0.2 -0.4
H 2.74592 4.27259 4.91381 -0.8 0.1 0.2
C 6.04362 -0.66943 -2.74819 1.4 -1.0 0.7
O 4.90057 -0.57008 -3.53651 -0.5 0.5 -1.0
P 4.03294 -1.81532 -4.00513 0.3 0.1 1.8
O 4.70298 -3.09319 -3.79553 0.1 -0.5 0.1
O 3.56784 -1.50884 -5.42511 -0.6 1.0 -2.0
C 3.96529 -2.04492 -6.69153 0.7 -0.8 0.3
O 2.67846 -1.50612 -3.23598 0.2 -0.6 -0.2
C 2.64998 -1.93245 -1.85179 0.3 -0.4 -0.6
H 6.17468 -1.72056 -2.40811 -0.2 0.8 0.3
H 5.96982 0.06433 -1.93610 0.0 -0.4 0.0
H 6.96267 -0.46972 -3.30894 -0.3 0.3 -0.2
H 4.08692 -1.26657 -7.43080 0.2 0.6 0.2
H 3.14474 -2.64971 -7.04705 -0.1 -0.5 0.0
H 4.90968 -2.63430 -6.61212 -0.8 0.4 0.0
H 2.28320 -1.10574 -1.28989 -0.8 0.2 0.3
H 3.60815 -2.16007 -1.41500 0.6 0.0 -0.3
H 2.08648 -2.85963 -1.84373 -0.5 0.2 0.5
```
Positions in Å, forces in eV/Å.

Summary:
- Maximum force: 0.0869 hartree/bohr
- Total charge: 0
- SMILES string: C[C@H]1COC(=O)O1.C[C@H]1COC(=O)O1.C[C@H]1COC(=O)O1.C[C@H]1COC(=O)O1.C[C@H]1COC(=O)O1.C[C@H]1COC(=O)O1.COP(=O)(OC)OC.COP(=O)(OC)OC.COP(=O)(OC)OC.COP(=O)(OC)OC.COP(=O)(OC)OC

Entry 5:
Computed, not measured: an isolated ion of composition C5H11N4 and charge +1, with ωB97M-V/def2-TZVPD.

XYZ file:
```
20
Properties=species:S:1:pos:R:3:forces:R:3
C 1.16227 1.45990 -0.41865 1.4 0.2 -1.4
C -1.54684 0.67741 -0.16425 0.7 0.3 0.8
C 1.74565 -0.96103 -0.98366 -1.4 1.8 -0.4
C 1.15104 -0.08704 1.36530 -0.6 -2.1 -1.7
C 0.87680 0.07477 -0.24432 -0.4 -0.6 2.6
N 1.61326 2.50525 -0.48605 0.0 1.2 0.0
N -2.71363 0.47139 -0.78105 0.4 -2.2 -0.8
N -1.33431 1.61169 0.76226 -4.4 0.3 -0.6
N -0.55994 -0.11606 -0.47571 0.9 -2.3 -1.9
H 1.68610 -1.87479 -0.47444 -0.3 -1.4 0.5
H 1.60815 -1.03293 -2.05431 -0.4 0.0 -0.2
H 2.69763 -0.57212 -0.84815 2.1 0.4 0.2
H 0.14466 -0.41946 1.69250 1.0 0.3 0.7
H 1.62253 0.73176 1.87884 -0.4 0.6 0.0
H 1.86845 -0.91600 1.43845 -0.4 0.1 0.3
H -3.50802 0.88400 -0.38790 -1.4 0.6 0.4
H -2.86124 -0.49287 -1.20883 0.1 2.1 0.8
H -2.21762 2.11468 1.04149 2.0 -0.3 -0.1
H -0.43735 1.89868 1.03951 1.0 0.6 0.5
H -0.78045 -0.83298 -1.17260 0.3 0.5 0.3
```
Positions in Å, forces in eV/Å.

Summary:
- Maximum force: 0.0870 hartree/bohr
- Relative energy (zero: lowest compared OMol25 entry of this formula, charge and spin): 21.1 kcal/mol
- Total charge: +1
- SMILES string: CC(C)(C#N)[NH+]=C(N)N

Entry 6:
Computed, not measured: a 2-piece molecular cluster, C2HN2OP overall, with ωB97M-V/def2-TZVPD.

XYZ file:
```
7
Properties=species:S:1:pos:R:3:forces:R:3
C -0.43166 1.26035 -2.64222 -1.3 0.1 -0.5
C 1.51823 -0.07663 -2.42812 0.5 -0.1 0.1
N -1.39453 1.01702 -3.22013 -0.4 0.2 -0.3
N 1.84267 -1.01692 -2.98215 0.6 -1.4 -0.8
O -0.28726 -0.39225 0.01830 2.4 2.3 -0.4
P 0.99931 1.38051 -1.70109 -0.7 -0.6 3.1
H -0.81382 -0.55134 -0.74185 -1.1 -0.5 -1.3
```
Positions in Å, forces in eV/Å.

Summary:
- Maximum force: 0.0647 hartree/bohr
- Relative energy (zero: lowest compared OMol25 entry of this formula, charge and spin): 96.4 kcal/mol
- Total charge: 0

Calculated total energy values, unit eV, following the record order: -40379.9798 -7325.5688 -16386.1356 -166018.5166 -11316.9336 -16401.3218.